(1)
Here is a molecular structure, C31H46BCuN8 from OMol25. Energies are from ωB97M-V with the def2-TZVPD basis set.

Cartesian coordinates (Å):
1 Cu -0.080 0.227 -0.159
2 C 0.104 -2.900 4.191
3 C 0.027 -1.542 3.573
4 C -0.086 -0.331 4.214
5 C -0.150 0.635 3.195
6 N -0.065 0.040 2.002
7 N 0.029 -1.293 2.248
8 B 0.052 -2.368 1.144
9 N 1.305 -2.259 0.251
10 N 1.486 -1.267 -0.653
11 C 2.552 -1.592 -1.379
12 C 3.108 -2.788 -0.887
13 C 2.280 -3.186 0.141
14 C 2.375 -4.427 0.966
15 C 3.082 -0.824 -2.571
16 C 2.053 0.183 -3.129
17 C 4.377 -0.104 -2.157
18 C 3.430 -1.825 -3.684
19 N -1.220 -2.282 0.273
20 N -1.474 -1.225 -0.535
21 C -2.574 -1.510 -1.223
22 C -3.057 -2.770 -0.829
23 C -2.165 -3.232 0.116
24 C -2.186 -4.531 0.851
25 C -3.190 -0.614 -2.268
26 C -3.370 -1.408 -3.568
27 C -2.301 0.596 -2.537
28 C -4.561 -0.138 -1.765
29 C -0.304 2.110 3.472
30 C -0.481 2.914 2.195
31 C -1.534 2.324 4.363
32 C 0.956 2.608 4.198
33 H 0.101 -2.797 5.275
34 H 1.011 -3.428 3.896
35 H -0.746 -3.518 3.900
36 H -0.126 -0.163 5.277
37 H 0.068 -3.434 1.668
38 H 3.977 -3.314 -1.244
39 H 3.275 -4.974 0.692
40 H 1.512 -5.072 0.795
41 H 2.417 -4.200 2.032
42 H 2.357 1.213 -2.939
43 H 1.072 0.031 -2.680
44 H 1.955 0.073 -4.209
45 H 4.188 0.613 -1.355
46 H 4.802 0.432 -3.009
47 H 5.114 -0.823 -1.795
48 H 2.533 -2.341 -4.029
49 H 4.147 -2.574 -3.348
50 H 3.870 -1.291 -4.529
51 H -3.929 -3.288 -1.195
52 H -3.072 -5.094 0.565
53 H -2.207 -4.376 1.931
54 H -1.304 -5.128 0.617
55 H -2.406 -1.780 -3.920
56 H -3.799 -0.766 -4.341
57 H -4.034 -2.260 -3.421
58 H -1.349 0.293 -2.977
59 H -2.083 1.102 -1.600
60 H -2.799 1.288 -3.221
61 H -5.221 -0.987 -1.580
62 H -5.032 0.510 -2.507
63 H -4.452 0.419 -0.833
64 H -1.272 2.494 1.573
65 H 0.450 2.903 1.634
66 H -0.732 3.952 2.427
67 H -2.434 1.986 3.845
68 H -1.647 3.386 4.595
69 H -1.457 1.777 5.303
70 H 1.839 2.407 3.586
71 H 1.088 2.107 5.158
72 H 0.891 3.685 4.373
73 N 2.156 3.551 -0.526
74 C 1.782 2.247 -0.530
75 N 0.520 2.078 -0.817
76 C 0.006 3.356 -1.013
77 C -1.282 3.799 -1.306
78 C -1.494 5.159 -1.414
79 C -0.454 6.080 -1.237
80 C 0.829 5.666 -0.944
81 C 1.037 4.296 -0.834
82 H 3.071 3.911 -0.326
83 H 2.458 1.434 -0.310
84 H -2.094 3.100 -1.434
85 H -2.489 5.522 -1.636
86 H -0.662 7.138 -1.332
87 H 1.631 6.378 -0.799

Properties
HOMO, eV: -7.409
Energy, hartree: -3312.4239

(2)
Here is a molecular structure, C31H46BN9V in a non-equilibrium geometry from OMol25. Energies are from ωB97M-V with the def2-TZVPD basis set.

Cartesian coordinates (Å):
1 V -1.103 -0.814 -0.942
2 C -1.727 0.261 -3.748
3 C -1.888 1.699 -3.253
4 C -3.357 2.022 -2.961
5 C -1.049 1.966 -2.040
6 C -0.482 3.188 -1.670
7 C 0.228 2.940 -0.509
8 C 1.011 3.917 0.307
9 C 2.066 4.598 -0.569
10 C 0.073 4.953 0.933
11 N 0.082 1.628 -0.221
12 N -0.707 1.051 -1.135
13 B 0.846 0.720 0.761
14 N 1.583 -0.316 -0.126
15 N 0.843 -1.009 -1.004
16 C 1.646 -1.781 -1.726
17 C 2.962 -1.576 -1.303
18 C 2.888 -0.639 -0.284
19 C 4.068 -0.130 0.489
20 C 3.960 -0.441 1.983
21 C 4.325 1.359 0.249
22 C 1.106 -2.687 -2.791
23 C 1.663 -2.301 -4.164
24 C 1.428 -4.148 -2.466
25 N -0.186 -0.060 1.616
26 N -0.860 -0.997 0.936
27 C -1.430 -1.841 1.788
28 C -1.162 -1.395 3.080
29 C -0.376 -0.258 2.941
30 C 0.071 0.553 4.123
31 C 0.521 1.977 3.811
32 C 1.144 -0.212 4.909
33 C -2.117 -3.097 1.332
34 C -2.066 -4.160 2.433
35 C -1.428 -3.615 0.066
36 H -2.231 0.142 -4.705
37 H -2.183 -0.442 -3.037
38 H -0.667 0.018 -3.873
39 H -1.537 2.376 -4.042
40 H -3.714 1.430 -2.123
41 H -3.977 1.795 -3.823
42 H -3.473 3.075 -2.713
43 H -0.593 4.122 -2.183
44 H 1.513 3.381 1.114
45 H 1.592 5.188 -1.349
46 H 2.704 3.855 -1.041
47 H 2.688 5.257 0.032
48 H -0.429 5.532 0.161
49 H 0.640 5.631 1.566
50 H -0.682 4.459 1.540
51 H 1.601 1.323 1.420
52 H 3.854 -2.035 -1.681
53 H 4.933 -0.679 0.098
54 H 3.114 0.077 2.422
55 H 4.866 -0.121 2.492
56 H 3.833 -1.509 2.144
57 H 3.529 1.967 0.665
58 H 4.393 1.564 -0.817
59 H 5.263 1.645 0.717
60 H 0.007 -2.561 -2.814
61 H 2.747 -2.402 -4.175
62 H 1.410 -1.268 -4.401
63 H 1.247 -2.945 -4.936
64 H 2.506 -4.299 -2.435
65 H 1.006 -4.808 -3.222
66 H 1.013 -4.422 -1.498
67 H -1.507 -1.817 4.003
68 H -0.816 0.621 4.766
69 H 1.538 1.991 3.433
70 H 0.493 2.582 4.715
71 H -0.139 2.426 3.074
72 H 2.025 -0.377 4.296
73 H 0.765 -1.179 5.231
74 H 1.436 0.350 5.792
75 H -3.167 -2.877 1.102
76 H -1.038 -4.315 2.757
77 H -2.459 -5.104 2.062
78 H -2.658 -3.856 3.293
79 H -0.375 -3.809 0.283
80 H -1.499 -2.874 -0.746
81 H -1.899 -4.537 -0.266
82 N -2.951 -0.731 -0.833
83 C -4.114 -0.654 -0.712
84 C -5.467 -0.558 -0.590
85 C -6.247 -0.229 -1.701
86 N -6.864 0.055 -2.631
87 C -6.065 -0.796 0.648
88 N -6.538 -1.012 1.675

Properties
⟨S²⟩: 3.7669
Spin multiplicity: 4
HOMO (alpha / beta), eV: -6.905 / -7.954
Energy, hartree: -2670.6309